{"formula": "C32H46O31S", "method": "wB97M-V/def2-TZVPD", "elements": ["C", "C", "O", "C", "O", "O", "H", "H", "H", "H", "C", "C", "O", "C", "O", "O", "H", "H", "H", "H", "C", "C", "O", "C", "O", "O", "H", "H", "H", "H", "C", "C", "O", "C", "O", "O", "H", "H", "H", "H", "C", "C", "O", "C", "O", "O", "H", "H", "H", "H", "C", "C", "O", "C", "O", "O", "H", "H", "H", "H", "C", "C", "O", "C", "O", "O", "H", "H", "H", "H", "C", "C", "O", "C", "O", "O", "H", "H", "H", "H", "C", "C", "O", "C", "O", "O", "H", "H", "H", "H", "C", "C", "O", "C", "O", "O", "H", "H", "H", "H", "C", "S", "O", "C", "H", "H", "H", "H", "H", "H"], "coordinates": [[1.45, -0.59, 3.73], [0.72, -0.46, 5.08], [1.01, 0.85, 5.52], [1.67, 1.53, 4.57], [2.05, 2.65, 4.64], [1.82, 0.76, 3.46], [0.83, -0.97, 2.92], [2.36, -1.17, 3.84], [1.07, -1.24, 5.77], [-0.36, -0.58, 4.97], [-5.34, 1.39, 0.52], [-4.18, 0.42, 0.30], [-4.85, -0.85, 0.09], [-6.16, -0.63, -0.15], [-6.93, -1.47, -0.49], [-6.48, 0.65, 0.08], [-5.25, 2.34, 0.00], [-5.49, 1.56, 1.58], [-3.53, 0.29, 1.16], [-3.62, 0.57, -0.62], [-1.88, -0.34, -3.35], [-2.84, -1.47, -3.63], [-4.04, -0.74, -3.96], [-3.91, 0.53, -3.50], [-4.75, 1.36, -3.56], [-2.76, 0.64, -2.77], [-1.42, 0.02, -4.27], [-1.09, -0.56, -2.64], [-3.07, -2.09, -2.76], [-2.46, -2.03, -4.48], [-0.03, -5.44, -1.41], [-0.51, -4.93, -2.79], [-1.02, -3.64, -2.49], [-1.12, -3.45, -1.16], [-1.57, -2.48, -0.64], [-0.53, -4.48, -0.49], [1.03, -5.65, -1.45], [-0.60, -6.35, -1.21], [-1.35, -5.56, -3.09], [0.23, -4.97, -3.58], [-0.21, 0.67, 0.60], [-0.29, 1.76, -0.46], [0.28, 1.13, -1.60], [1.07, 0.13, -1.18], [1.78, -0.56, -1.85], [0.92, -0.09, 0.14], [-1.10, 0.05, 0.46], [-0.05, 1.05, 1.60], [0.25, 2.65, -0.12], [-1.30, 2.14, -0.57], [-4.55, -2.11, 3.59], [-3.24, -2.89, 3.85], [-2.21, -1.93, 3.55], [-2.76, -0.70, 3.45], [-2.13, 0.31, 3.41], [-4.10, -0.76, 3.41], [-5.26, -2.16, 4.41], [-5.00, -2.46, 2.67], [-3.20, -3.69, 3.11], [-3.05, -3.31, 4.83], [4.72, -3.58, -4.02], [4.01, -3.34, -2.67], [3.26, -4.54, -2.46], [3.29, -5.30, -3.58], [2.52, -6.18, -3.79], [4.22, -4.87, -4.43], [5.80, -3.63, -3.89], [4.41, -2.90, -4.81], [3.32, -2.50, -2.75], [4.64, -3.09, -1.83], [2.65, -3.12, 0.72], [2.32, -4.57, 1.08], [3.50, -5.07, 1.70], [4.48, -4.14, 1.68], [5.56, -4.27, 2.15], [4.07, -3.05, 1.01], [2.22, -2.31, 1.30], [2.54, -2.87, -0.33], [2.08, -5.23, 0.25], [1.48, -4.59, 1.78], [0.03, 4.58, 2.57], [1.03, 5.29, 1.65], [0.76, 6.69, 1.92], [-0.35, 6.83, 2.67], [-0.81, 7.86, 3.03], [-0.86, 5.61, 2.99], [0.49, 4.11, 3.43], [-0.56, 3.83, 2.04], [0.93, 5.01, 0.61], [2.05, 5.20, 2.01], [-0.06, 6.54, -3.63], [-1.37, 7.25, -3.26], [-1.68, 6.76, -1.97], [-0.85, 5.74, -1.64], [-0.97, 5.08, -0.66], [0.08, 5.55, -2.59], [0.85, 7.14, -3.59], [-0.10, 6.06, -4.60], [-2.16, 7.00, -3.96], [-1.24, 8.33, -3.19], [4.28, 0.77, 1.21], [3.97, 2.48, 0.77], [2.51, 2.73, 0.92], [4.24, 2.22, -1.00], [3.51, 0.12, 0.81], [4.11, 0.71, 2.29], [5.30, 0.49, 0.95], [3.98, 3.13, -1.54], [3.53, 1.45, -1.31], [5.28, 1.95, -1.14]], "lowdin_charge": [-0.10, -0.11, 0.08, -0.55, 0.17, 0.02, 0.11, 0.13, 0.13, 0.10, -0.08, -0.08, 0.04, -0.59, 0.16, 0.07, 0.13, 0.13, 0.10, 0.11, -0.11, -0.11, 0.07, -0.56, 0.17, 0.02, 0.14, 0.10, 0.12, 0.13, -0.11, -0.08, 0.05, -0.55, 0.16, 0.06, 0.10, 0.13, 0.13, 0.12, -0.09, -0.12, 0.08, -0.60, 0.12, 0.03, 0.12, 0.12, 0.10, 0.13, -0.08, -0.09, 0.05, -0.59, 0.16, 0.06, 0.13, 0.13, 0.13, 0.13, -0.07, -0.11, 0.04, -0.58, 0.15, 0.07, 0.13, 0.13, 0.11, 0.13, -0.07, -0.10, 0.07, -0.58, 0.17, 0.04, 0.11, 0.11, 0.10, 0.13, -0.10, -0.11, 0.06, -0.59, 0.15, 0.06, 0.11, 0.12, 0.09, 0.12, -0.09, -0.11, 0.07, -0.56, 0.16, 0.07, 0.13, 0.13, 0.13, 0.13, -0.25, 0.86, -0.53, -0.24, 0.04, 0.04, 0.06, 0.05, 0.04, 0.05], "total_charge": 0, "energy_ha": -3977.670591, "e_lumo_ev": -0.009, "relative_energy_kcal_mol": 7.53}